(1)
{"formula": "C3H9N4", "method": "ωB97M-V/def2-TZVPD", "elements": ["C", "C", "C", "N", "N", "N", "N", "H", "H", "H", "H", "H", "H", "H", "H", "H"], "positions_angstrom": [[0.7517, -1.2602, -0.1074], [1.2914, -0.0087, -0.0641], [-0.6800, -1.2729, 0.1474], [0.1926, 0.9267, 0.0441], [2.4954, 0.5328, 0.0082], [-2.2721, 0.6299, 0.2466], [-1.0364, 0.2634, -0.3129], [1.3845, -2.2453, -0.2679], [-1.3749, -1.8418, -0.3513], [-0.9516, -1.3433, 1.2456], [0.3926, 1.7552, -0.4599], [3.3136, -0.0705, 0.1393], [2.7673, 1.5547, 0.0046], [-2.2841, 0.6509, 1.2608], [-2.7681, 1.3770, -0.1751], [-1.2218, 0.3521, -1.3581]], "forces_ev_per_a": [[3.55, -2.31, -0.96], [-3.25, -0.89, 0.39], [0.25, 2.97, 1.55], [0.07, -0.13, 1.17], [2.93, 1.22, 0.00], [0.36, -0.85, 1.01], [-0.10, -0.98, -0.71], [-1.52, 2.32, 0.53], [-1.12, -1.63, -1.55], [0.15, 0.58, -1.01], [-0.42, 1.06, -0.74], [-0.77, 0.29, -0.15], [-1.15, -1.88, -0.07], [0.33, 0.04, -0.20], [0.08, 0.91, -0.57], [0.61, -0.71, 1.30]], "gap_ha": 0.332, "relative_energy_ev": 3.844, "total_charge": 1, "smiles": "NC1=CC[N@@H+](N)N1"}


(2)
{"formula": "C3H9N4", "method": "ωB97M-V/def2-TZVPD", "elements": ["C", "C", "C", "N", "N", "N", "N", "H", "H", "H", "H", "H", "H", "H", "H", "H"], "positions_angstrom": [[-1.1155, -1.0290, 1.1588], [0.7224, -0.0154, 0.5364], [-0.3420, 0.1037, -0.6201], [0.1666, -0.9467, 1.4502], [-1.5226, -0.4999, -0.0290], [1.9958, -0.9498, -0.2668], [-0.4268, 1.5639, -0.9340], [-1.6205, -1.6072, 1.9272], [1.1633, 0.7829, 0.9508], [0.0615, -0.4514, -1.4745], [-2.3959, -0.0108, -0.1749], [2.7561, -0.7883, 0.3751], [1.8461, -1.9085, -0.1582], [-1.1991, 1.7417, -1.5948], [0.4994, 1.9027, -1.1260], [-0.5887, 2.1120, -0.0201]], "forces_ev_per_a": [[3.42, -1.14, 2.64], [1.03, -7.99, -4.66], [1.65, -0.26, 1.52], [-2.95, 1.25, 0.24], [-0.17, 1.49, -1.17], [-1.41, 4.86, 1.02], [-1.76, 0.56, 2.40], [-1.17, 0.05, -0.87], [1.65, 3.16, 1.33], [-0.40, 0.50, -0.16], [-0.29, -0.58, 0.26], [0.59, 0.20, 0.04], [-1.21, -1.89, 0.45], [0.88, 0.61, -0.11], [0.60, 0.17, -1.46], [-0.47, -1.01, -1.47]], "gap_ha": 0.328, "relative_energy_ev": 3.432, "total_charge": 1, "smiles": "N[C@@H]1N=CN[C@H]1[NH3+]"}


- Which formula does entry 2 have?
  C3H9N4